DFT (ωB97M-V/def2-TZVPD) results for 8 unconnected molecules or ions with the total composition C25H45Cl14IO4P in a non-equilibrium geometry.

Properties
Charge = -1
Strongest force on any atom = 3.5 eV Å⁻¹
Electronic energy = -8362.15643 Ha
Kohn-Sham gap = 6.0 eV

Geometry as XYZ:
```
90
Properties=species:S:1:pos:R:3:forces:R:3:lowdin_charge:R:1
C 2.55627 -1.78084 -1.05352 -1.43 0.88 0.13 -0.130
C 1.56899 -0.56938 -1.05711 -1.39 0.54 -0.26 -0.241
C 1.82846 0.62232 -0.26773 -0.82 -0.32 -0.88 -0.108
C 0.92242 1.76265 -0.25563 -1.03 -1.65 -1.22 -0.087
C -0.29422 1.68492 -1.03288 1.17 -1.96 -0.25 -0.045
C -0.57821 0.46852 -1.81372 0.52 -0.23 -0.74 -0.254
C -1.91255 0.36286 -2.60793 1.01 0.25 0.19 -0.283
P -3.28225 -0.07222 -1.27450 0.16 1.91 0.36 0.520
O -4.51533 -0.15574 -2.53054 0.08 -0.60 -0.13 -0.340
C -4.60770 -0.27657 0.10142 -0.61 -0.39 -0.96 -0.315
O -4.15168 0.09081 1.41164 -1.07 -1.75 -0.60 -0.221
O -3.81401 1.43347 1.48074 0.63 2.03 0.31 -0.127
C -2.96149 -1.97033 -1.42466 -0.07 -2.33 -0.09 -0.298
C -2.50266 -2.68556 -0.12194 0.05 2.15 -1.05 -0.820
O -2.00127 -2.20745 0.82257 -0.09 -0.53 -0.07 0.029
I -2.79879 -4.89420 -0.09145 -0.15 -0.59 -0.05 0.618
C 0.33904 -0.67347 -1.85505 0.56 2.87 1.83 -0.009
H 3.27459 -1.65021 -1.88844 -0.54 -0.40 0.77 0.009
H 3.05305 -1.79252 -0.04645 -0.20 -0.29 -1.09 0.059
H 1.93405 -2.70151 -1.22076 0.80 0.69 0.29 0.079
H 2.76748 0.63223 0.34580 -1.18 -0.09 -0.99 -0.002
H 1.09173 2.67981 0.34523 0.16 -0.88 -0.45 0.036
H -1.06147 2.49271 -1.06238 0.83 -0.67 0.12 0.098
H -2.20175 1.34049 -3.07666 0.27 -0.82 0.58 0.025
H -1.86244 -0.38775 -3.44158 0.22 0.47 0.69 0.068
H -3.54372 1.37311 -1.21251 -0.11 0.11 -0.05 -0.013
H -2.30739 0.11920 -0.24102 -0.02 -0.48 -0.03 0.020
H -4.25576 -0.80370 -3.20687 -0.14 0.34 0.35 0.018
H -4.94198 -1.34567 0.15281 0.20 0.81 0.44 0.094
H -5.50350 0.33131 -0.22377 0.64 -0.36 0.55 0.091
H -4.23076 1.93822 0.75385 -0.07 -0.71 -0.07 0.053
H -2.18152 -2.21347 -2.20492 -0.61 0.18 0.88 0.079
H -3.88953 -2.51429 -1.77061 0.90 0.49 0.39 0.069
H 0.07537 -1.56075 -2.47282 0.40 0.73 0.61 0.102
Cl -5.85686 -6.00929 -3.35461 -0.02 -0.03 -0.05 0.527
C -6.02578 -7.27563 -2.11459 -0.01 -0.05 0.16 -0.671
C -4.73874 -8.04096 -1.89798 -0.01 0.12 0.23 -0.678
Cl -4.31678 -9.05832 -3.30079 0.01 -0.03 -0.06 0.519
H -6.83814 -7.93656 -2.41534 0.11 0.02 -0.07 0.063
H -6.31717 -6.77556 -1.19029 0.14 0.00 -0.02 0.070
H -4.84668 -8.71070 -1.04398 -0.07 0.03 -0.07 0.071
H -3.90050 -7.37187 -1.70079 -0.12 0.00 -0.13 0.001
Cl 5.54952 -1.10465 -1.30559 0.70 0.21 0.00 0.607
C 6.16591 -2.17022 -0.02045 0.06 -0.01 0.09 -0.654
C 6.62781 -3.50460 -0.55773 0.26 0.02 0.11 -0.661
Cl 5.27029 -4.50068 -1.14137 -0.04 0.00 -0.07 0.566
H 5.38024 -2.28923 0.72538 0.00 -0.03 -0.11 0.051
H 7.00326 -1.65098 0.44704 0.00 -0.08 -0.04 0.073
H 7.11728 -4.07183 0.23383 -0.10 0.06 0.00 0.032
H 7.33533 -3.38468 -1.37749 -0.16 0.05 -0.03 0.067
Cl 6.23217 -4.46383 2.86105 0.06 0.02 0.05 0.563
C 4.82108 -5.47909 2.46063 -0.32 -0.10 -0.04 -0.646
C 5.06943 -6.94016 2.75526 -0.13 0.03 0.11 -0.660
Cl 6.27096 -7.65415 1.64954 0.06 0.00 0.01 0.531
H 4.57505 -5.31723 1.41195 0.13 -0.02 0.05 0.025
H 3.98924 -5.11631 3.06515 0.08 -0.05 0.04 0.078
H 4.14532 -7.50408 2.62515 0.02 0.10 -0.06 0.074
H 5.41892 -7.08943 3.77626 0.06 0.05 -0.10 0.066
Cl 1.62577 4.78625 2.06123 0.06 0.04 -0.03 0.550
C 1.48166 3.55369 3.34019 -0.11 -0.07 0.26 -0.645
C 2.79181 2.84801 3.60391 0.03 0.02 0.14 -0.646
Cl 3.24559 1.81066 2.23072 0.26 0.27 0.45 0.633
H 0.70342 2.84882 3.04637 0.08 0.06 -0.13 0.072
H 1.14890 4.07321 4.23962 0.11 0.00 -0.02 0.070
H 2.69796 2.20032 4.47659 -0.10 0.02 -0.06 0.075
H 3.60165 3.55092 3.79147 -0.10 0.00 -0.08 0.015
Cl -2.19710 4.42832 1.55327 0.04 0.02 -0.06 0.565
C -3.19963 5.08368 2.86699 -0.04 0.03 0.09 -0.661
C -4.50070 4.32653 3.01569 0.08 -0.08 0.32 -0.663
Cl -5.59723 4.60059 1.63858 0.01 -0.02 -0.05 0.544
H -3.37084 6.14161 2.66957 -0.03 -0.09 -0.07 0.064
H -2.61552 4.99876 3.78443 -0.08 -0.07 -0.01 0.068
H -5.02534 4.66602 3.91010 0.04 0.08 -0.07 0.068
H -4.33175 3.25289 3.10527 0.02 0.05 -0.21 0.054
Cl 5.75972 8.98547 3.63677 0.01 0.02 0.05 0.530
C 6.07030 7.31988 3.08343 0.06 -0.16 -0.08 -0.666
C 4.80715 6.49157 3.02743 0.05 -0.04 -0.23 -0.667
Cl 4.15714 6.14603 4.65030 0.00 0.08 0.08 0.551
H 6.81119 6.87587 3.74719 -0.11 0.06 0.03 0.067
H 6.50600 7.39417 2.08671 -0.11 -0.01 0.02 0.072
H 5.01703 5.52878 2.55961 0.02 0.05 0.03 0.072
H 4.02736 6.98615 2.45023 0.02 -0.01 0.12 0.062
Cl -3.89424 3.52474 -3.33321 -0.04 0.10 -0.02 0.575
C -4.15054 3.61407 -5.08975 -0.08 0.02 0.02 -0.665
C -2.93792 3.15216 -5.86575 -0.17 -0.16 -0.12 -0.666
Cl -1.56860 4.28273 -5.71099 0.04 0.02 0.01 0.525
H -4.42129 4.63911 -5.34252 0.11 -0.04 0.00 0.061
H -5.00132 2.97047 -5.31786 0.11 -0.06 -0.01 0.071
H -3.17953 3.09289 -6.92796 -0.02 0.07 0.06 0.066
H -2.60364 2.16864 -5.53652 0.01 0.12 0.11 0.062
```
Positions in Å, forces in eV/Å.